[1]
{"formula": "C29H46BrN3P2STi", "method": "ωB97M-V with the def2-TZVPD basis set", "s2": 2.010, "homo_energy_ev": [-12.456, -12.854], "relative_energy_ev": 3.4069, "fmax_ev_per_a": 4.95, "multiplicity": 3, "homo_lumo_gap_ha": [0.2568, 0.1611], "charge": 2, "symbols": ["C", "C", "C", "C", "N", "C", "C", "C", "C", "C", "C", "C", "C", "C", "Ti", "P", "H", "H", "H", "H", "H", "H", "H", "H", "C", "C", "H", "H", "H", "H", "H", "C", "C", "H", "H", "H", "H", "H", "C", "C", "H", "H", "H", "H", "H", "Br", "P", "C", "C", "H", "H", "H", "H", "H", "C", "C", "H", "H", "H", "H", "H", "C", "C", "H", "H", "H", "H", "H", "S", "C", "N", "C", "C", "C", "N", "H", "H", "H", "H", "H", "H", "H", "H"], "coordinates": [[-0.6189, 6.9968, -4.0150], [-0.8049, 5.6451, -4.3403], [-1.1079, 5.3179, -5.6747], [-1.2352, 6.3484, -6.6166], [-1.0697, 7.6327, -6.2798], [-0.7682, 7.9628, -5.0222], [-0.7792, 4.6273, -3.3177], [-1.0988, 3.6468, -2.6677], [-1.1881, 2.5354, -1.8417], [0.0386, 2.1355, -1.3353], [-0.0243, 1.2727, -0.2413], [-1.3193, 0.7676, 0.1845], [-2.5142, 1.0913, -0.4261], [-2.4441, 1.9990, -1.4730], [0.0196, 0.1007, 1.4071], [2.1206, -1.0353, 0.8622], [-1.2991, 4.2879, -5.9683], [-0.4227, 7.3039, -2.9905], [-1.4828, 6.1231, -7.6573], [-0.6454, 9.0256, -4.7915], [-3.3244, 2.3632, -2.0015], [0.9815, 2.5709, -1.6787], [-3.4664, 0.6739, -0.0864], [1.0073, 1.1161, 0.3051], [2.2146, -2.6289, 1.7495], [3.0166, -3.7682, 1.1035], [1.1740, -2.9557, 1.9135], [2.6239, -2.4092, 2.7490], [3.0378, -4.6208, 1.7990], [2.5577, -4.1272, 0.1727], [4.0611, -3.4946, 0.9005], [2.2035, -1.4261, -0.9308], [2.8132, -0.3483, -1.8139], [1.1626, -1.5901, -1.2438], [2.7183, -2.3914, -1.0641], [2.7102, -0.6508, -2.8621], [2.2921, 0.6102, -1.6975], [3.8810, -0.2056, -1.6197], [3.6810, -0.1497, 1.2335], [4.9627, -0.9736, 1.0923], [3.5886, 0.2517, 2.2551], [3.7269, 0.7324, 0.5768], [5.8357, -0.3187, 1.2153], [5.0367, -1.7509, 1.8604], [5.0604, -1.4463, 0.1069], [-2.0010, -0.9387, 2.3452], [-2.3137, -3.0573, -1.7155], [-0.5087, -3.3237, -1.5768], [-0.1260, -4.7557, -1.9728], [-0.2036, -3.0991, -0.5414], [-0.0371, -2.6158, -2.2761], [0.9510, -4.8359, -2.1649], [-0.3812, -5.4799, -1.1878], [-0.6477, -5.0677, -2.8876], [-3.0116, -2.9512, -0.0492], [-4.4276, -3.5212, 0.0888], [-2.9944, -1.8838, 0.2082], [-2.3188, -3.4729, 0.6253], [-4.7098, -3.5615, 1.1474], [-5.1670, -2.8987, -0.4262], [-4.5004, -4.5358, -0.3157], [-2.5438, -1.4072, -2.4878], [-2.8714, -1.5335, -3.9851], [-1.6390, -0.8035, -2.3142], [-3.3847, -0.9278, -1.9627], [-3.1792, -0.5592, -4.3846], [-2.0078, -1.8804, -4.5661], [-3.6962, -2.2405, -4.1469], [0.8030, 1.5282, 3.0495], [0.5147, 0.9432, 4.7012], [-0.6365, 1.2177, 5.3261], [-0.9372, 0.8477, 6.7166], [0.3419, 0.6154, 7.4795], [1.2891, -0.2803, 6.7046], [1.4511, 0.2363, 5.3449], [-1.3398, 1.6728, 4.7526], [-1.5682, -0.0510, 6.7252], [-1.5151, 1.6650, 7.1569], [0.1201, 0.1595, 8.4446], [0.8346, 1.5704, 7.6802], [0.8974, -1.3090, 6.6667], [2.2795, -0.3164, 7.1693], [2.2725, 0.0039, 4.7996]], "forces_ev_per_angstrom": [[-0.17, 0.14, -0.29], [0.13, 0.74, -0.16], [-0.15, 0.20, -0.07], [0.27, -0.05, 1.03], [0.01, 0.14, -0.23], [-0.01, -0.86, 0.10], [-1.15, -1.10, -0.18], [0.60, 2.32, -1.99], [-0.21, -0.20, 0.18], [0.31, -0.65, 1.23], [-1.13, 1.41, -2.17], [3.13, 0.49, -0.54], [0.25, 0.52, -0.55], [0.22, 0.02, 0.18], [-2.34, -2.34, 3.68], [1.52, -0.59, -0.62], [0.14, 0.18, 0.10], [0.05, -0.11, -0.20], [0.08, 0.15, 0.34], [-0.07, -0.38, -0.17], [0.16, -0.06, 0.21], [-0.51, -0.01, 0.00], [0.33, 0.12, 0.02], [-1.37, 0.74, -1.41], [-0.13, -0.44, 0.25], [0.15, -0.29, 0.14], [0.29, 0.04, 0.05], [-0.15, 0.02, -0.23], [-0.02, 0.25, -0.24], [0.11, 0.13, 0.23], [-0.41, -0.06, -0.01], [-0.21, -0.55, -0.07], [0.10, 0.15, -0.19], [0.43, 0.14, 0.15], [-0.07, 0.38, 0.00], [0.05, 0.13, 0.16], [0.21, -0.18, -0.04], [-0.22, 0.03, -0.01], [0.13, 0.23, 0.16], [0.33, 0.04, -0.02], [-0.02, -0.12, -0.29], [-0.12, -0.19, 0.15], [-0.24, -0.14, -0.01], [-0.05, 0.13, -0.16], [-0.09, 0.08, 0.20], [0.08, -0.65, 1.18], [0.80, 1.74, 0.91], [-0.11, -0.51, -0.59], [0.16, -0.48, -0.01], [-0.23, 0.05, -0.30], [-0.29, -0.21, 0.24], [-0.25, 0.05, 0.09], [0.03, 0.21, -0.18], [0.22, 0.09, 0.19], [-0.36, -0.89, 0.06], [-0.33, -0.04, 0.09], [0.17, -0.12, -0.14], [-0.14, 0.12, -0.18], [0.10, 0.07, -0.25], [0.13, -0.10, 0.05], [0.03, 0.16, 0.12], [-0.64, -0.36, -0.56], [-0.03, 0.12, -0.24], [-0.18, -0.29, 0.09], [0.29, -0.24, -0.11], [0.12, -0.25, 0.08], [-0.18, 0.07, 0.13], [0.19, 0.24, 0.00], [0.22, 0.51, 1.36], [-0.58, -0.44, 0.59], [0.83, 0.03, -0.91], [-0.49, -0.11, -0.16], [0.40, 0.25, 0.27], [0.04, -0.44, 0.09], [-0.26, 0.40, -0.85], [0.15, -0.06, 0.27], [0.11, 0.17, -0.09], [0.10, -0.13, -0.06], [-0.01, 0.02, -0.06], [-0.03, -0.03, -0.03], [0.11, 0.25, -0.07], [-0.22, 0.04, -0.06], [-0.13, 0.15, 0.30]]}

=====

[2]
{"formula": "C29H46BrN3P2STi", "method": "ωB97M-V with the def2-TZVPD basis set", "s2": 2.017, "homo_energy_ev": [-13.027, -13.407], "relative_energy_ev": 0.0945, "fmax_ev_per_a": 2.49, "multiplicity": 3, "homo_lumo_gap_ha": [0.2434, 0.2325], "charge": 2, "symbols": ["N", "C", "C", "C", "C", "C", "C", "Ti", "P", "C", "C", "C", "C", "C", "C", "C", "Br", "H", "H", "H", "H", "H", "H", "H", "H", "H", "H", "P", "C", "C", "H", "H", "H", "H", "H", "C", "C", "H", "H", "H", "H", "H", "C", "C", "H", "H", "H", "H", "H", "C", "C", "H", "H", "H", "H", "H", "C", "C", "H", "H", "H", "H", "H", "C", "C", "H", "H", "H", "H", "H", "C", "N", "C", "C", "N", "C", "S", "H", "H", "H", "H", "H", "H"], "coordinates": [[-4.8481, -0.7125, 2.8046], [-3.9126, 0.0315, 3.3967], [-2.9781, 0.7661, 2.6660], [-2.9235, 0.5926, 1.2706], [-3.9789, -0.1043, 0.6510], [-4.9176, -0.7493, 1.4778], [-1.8002, 1.1324, 0.4874], [0.0086, -0.0918, -0.1090], [1.9566, 0.6308, -1.4072], [-1.7973, 1.0165, -0.9530], [-1.3885, 2.1419, -1.8047], [-1.7004, 2.1095, -3.1858], [-1.1938, 3.0824, -4.0371], [-0.3544, 4.0723, -3.5124], [-0.1513, 4.2015, -2.1377], [-0.6839, 3.2378, -1.2767], [0.5584, 5.2596, -4.6874], [-1.2230, 1.9217, 0.9915], [-2.4412, 0.2842, -1.4458], [-2.3321, 1.4895, 3.1633], [-4.1015, -0.1571, -0.4293], [-3.9150, 0.0675, 4.4910], [-5.7372, -1.3061, 1.0164], [-2.3375, 1.3040, -3.5650], [-0.5311, 3.3430, -0.1982], [-1.4267, 3.0633, -5.0987], [0.4120, 5.0382, -1.7363], [-0.4610, -2.3844, -0.6176], [2.6284, 2.1840, -0.6704], [3.4080, 3.1160, -1.6022], [3.2423, 1.8841, 0.1928], [1.7694, 2.7344, -0.2549], [3.7811, 3.9733, -1.0245], [4.2837, 2.6334, -2.0557], [2.7774, 3.5290, -2.4012], [1.5766, 1.0459, -3.1615], [2.7429, 0.9823, -4.1454], [1.1173, 2.0440, -3.1563], [0.7798, 0.3614, -3.4878], [2.3751, 1.2342, -5.1502], [3.5320, 1.7066, -3.9009], [3.1843, -0.0215, -4.2025], [3.3276, -0.5986, -1.4216], [4.7406, -0.0460, -1.6127], [3.0842, -1.3310, -2.2056], [3.2706, -1.1426, -0.4674], [5.4618, -0.8733, -1.5818], [4.8721, 0.4531, -2.5805], [5.0188, 0.6549, -0.8168], [0.5089, -3.7408, 0.1719], [2.0193, -3.7360, -0.0291], [0.0638, -4.6678, -0.2215], [0.2821, -3.7056, 1.2467], [2.4287, -4.6900, 0.3371], [2.3067, -3.6398, -1.0852], [2.5119, -2.9368, 0.5392], [-0.3112, -2.7303, -2.4182], [-1.1845, -1.8612, -3.3251], [-0.5523, -3.7988, -2.5359], [0.7535, -2.6084, -2.6733], [-0.9924, -2.1224, -4.3754], [-2.2570, -2.0093, -3.1368], [-0.9683, -0.7894, -3.2119], [-2.1581, -2.9848, -0.2224], [-2.4456, -3.1849, 1.2669], [-2.2677, -3.9334, -0.7707], [-2.8730, -2.2744, -0.6619], [-3.5066, -3.4336, 1.4057], [-1.8581, -4.0038, 1.7048], [-2.2517, -2.2729, 1.8499], [-0.1650, -2.0597, 4.3307], [-0.0180, -0.6081, 4.3259], [-0.3874, 0.2705, 5.3346], [-0.0938, 1.5249, 4.9178], [0.4518, 1.3927, 3.6439], [0.4774, 0.0829, 3.2813], [1.1291, -0.6208, 1.8529], [-0.8090, -2.3901, 3.5027], [0.8085, -2.5552, 4.2228], [-0.6244, -2.3337, 5.2834], [-0.8323, -0.0786, 6.2481], [-0.2133, 2.4865, 5.3831], [0.7810, 2.1400, 3.0419]], "forces_ev_per_angstrom": [[-0.16, -0.36, 0.28], [-0.01, 0.42, -0.53], [-0.03, -0.39, -0.10], [-0.14, -0.43, 0.00], [-0.16, -0.33, 0.86], [0.65, 0.62, -0.44], [-0.87, -0.11, -1.84], [-0.73, 0.85, -0.08], [0.97, 0.75, -1.18], [-0.47, 1.54, 1.90], [0.36, -0.32, -0.26], [0.30, 0.09, 0.45], [0.02, -0.02, 0.17], [0.00, 0.23, -0.14], [-0.26, -0.39, 0.20], [0.19, 0.23, -0.56], [-0.33, -0.27, 0.29], [-0.26, -0.08, -0.36], [0.12, 0.08, 0.34], [0.12, -0.39, -0.06], [0.09, 0.00, 0.31], [-0.13, 0.01, -0.37], [0.16, 0.13, 0.31], [0.27, 0.30, 0.04], [-0.06, 0.03, -0.48], [0.12, 0.02, 0.19], [-0.03, -0.10, -0.14], [-0.40, -2.11, -0.27], [-0.01, 0.00, 0.27], [0.24, 0.30, -0.03], [-0.12, 0.02, -0.20], [0.21, -0.16, -0.10], [-0.11, -0.22, -0.12], [-0.33, 0.13, 0.16], [0.12, -0.20, 0.16], [-0.06, -0.16, -0.02], [0.13, 0.17, -0.36], [0.16, -0.24, 0.07], [0.21, 0.12, 0.07], [0.11, -0.09, 0.25], [-0.27, -0.30, -0.11], [-0.10, 0.27, 0.03], [-0.08, -0.11, 0.16], [0.36, -0.04, -0.13], [0.01, 0.14, 0.15], [0.04, 0.14, -0.22], [-0.19, 0.18, 0.03], [-0.08, -0.13, 0.31], [-0.09, -0.15, -0.17], [-0.06, 0.05, 0.02], [0.29, -0.19, -0.05], [0.12, 0.17, 0.10], [0.02, 0.01, -0.27], [-0.07, 0.34, -0.15], [-0.08, -0.05, 0.25], [-0.17, -0.15, -0.12], [0.22, -0.15, 0.10], [-0.10, 0.01, -0.18], [0.09, 0.28, -0.08], [-0.26, -0.06, 0.00], [-0.12, 0.10, 0.30], [0.27, 0.00, -0.03], [-0.03, -0.23, 0.02], [-0.08, 0.11, -0.24], [-0.16, -0.01, 0.21], [-0.02, 0.20, 0.13], [0.12, -0.19, 0.14], [0.31, 0.06, -0.01], [-0.16, 0.21, -0.21], [-0.07, -0.11, -0.17], [-0.16, -0.42, 0.13], [0.10, 0.40, -0.64], [0.10, 0.09, -0.24], [0.18, -0.30, -0.49], [-0.16, -0.57, -0.11], [0.00, 0.64, 0.81], [0.36, -0.15, 1.30], [0.15, 0.27, 0.32], [-0.22, 0.27, 0.15], [0.13, -0.07, -0.22], [0.02, 0.00, 0.07], [-0.02, -0.04, 0.08], [-0.03, -0.22, 0.31]]}

=====

[3]
{"formula": "C29H46BrN3P2Sr", "method": "ωB97M-V with the def2-TZVPD basis set", "homo_energy_ev": [-11.913, -11.914], "relative_energy_ev": 1.7598, "fmax_ev_per_a": 2.97, "homo_lumo_gap_ha": [0.2217, 0.2218], "charge": 2, "symbols": ["N", "C", "C", "C", "C", "C", "C", "Sr", "P", "C", "C", "C", "C", "C", "C", "C", "Br", "H", "H", "H", "H", "H", "H", "H", "H", "H", "H", "P", "C", "C", "H", "H", "H", "H", "H", "C", "C", "H", "H", "H", "H", "H", "C", "C", "H", "H", "H", "H", "H", "C", "C", "H", "H", "H", "H", "H", "C", "C", "H", "H", "H", "H", "H", "C", "C", "H", "H", "H", "H", "H", "C", "N", "C", "C", "N", "C", "H", "H", "H", "H", "H", "H"], "coordinates": [[-4.7736, 3.9098, -2.3160], [-3.9149, 4.7957, -1.8198], [-2.5555, 4.7882, -2.1400], [-2.0693, 3.7431, -2.9614], [-3.0138, 2.8600, -3.5397], [-4.3603, 2.9817, -3.1811], [-0.6321, 3.6112, -3.2082], [0.4687, 3.1994, -1.0744], [4.1511, 1.4636, -1.1404], [0.0265, 2.3970, -3.3858], [-0.4609, 1.0883, -3.0001], [0.0384, -0.0515, -3.6889], [-0.1722, -1.3224, -3.2566], [-0.7626, -1.5787, -1.9050], [-1.5464, -0.4123, -1.4124], [-1.3406, 0.8479, -1.9020], [0.7813, -1.7973, -0.6853], [-0.0504, 4.5421, -3.3508], [0.9679, 2.3865, -3.9554], [-1.8955, 5.5992, -1.7898], [-2.7161, 2.1055, -4.2707], [-4.3158, 5.5423, -1.1259], [-5.1031, 2.2965, -3.6024], [0.6007, 0.1395, -4.6088], [-1.9089, 1.6918, -1.4631], [0.2438, -2.1676, -3.8022], [-2.1753, -0.5441, -0.5254], [-1.7772, -3.1572, -1.8181], [3.0860, 2.8873, -1.2629], [3.7332, 4.2669, -1.3567], [2.5662, 2.8101, -0.2661], [2.4494, 2.6966, -2.1758], [2.9542, 5.0432, -1.3939], [4.3541, 4.4626, -0.4742], [4.3402, 4.3481, -2.2657], [3.5412, 0.2895, -2.4298], [4.5303, -0.8708, -2.5652], [3.4628, 0.8571, -3.3713], [2.5399, -0.0742, -2.1431], [4.3189, -1.4419, -3.4780], [5.5634, -0.4968, -2.6248], [4.4635, -1.5603, -1.7141], [3.5944, 0.5205, 0.3489], [4.7122, -0.4081, 0.8279], [2.6831, -0.0549, 0.1099], [3.3530, 1.2465, 1.1411], [4.3410, -1.0193, 1.6591], [5.0833, -1.0917, 0.0539], [5.5675, 0.1729, 1.1955], [-2.0522, -3.5253, -0.0714], [-1.6225, -4.9227, 0.3918], [-3.1289, -3.3706, 0.1079], [-1.5014, -2.7640, 0.5036], [-2.1250, -5.7191, -0.1735], [-0.5341, -5.0551, 0.3203], [-1.9085, -5.0382, 1.4444], [-0.6543, -4.3741, -2.5407], [-0.8913, -4.6645, -4.0201], [-0.7522, -5.2870, -1.9357], [0.3671, -3.9999, -2.3763], [-1.9166, -5.0188, -4.1904], [-0.7138, -3.7810, -4.6469], [-0.1978, -5.4493, -4.3539], [-3.3008, -2.8677, -2.7525], [-4.5370, -2.4115, -1.9692], [-3.5180, -3.7945, -3.3034], [-3.0505, -2.0963, -3.4949], [-4.3314, -1.5303, -1.3453], [-5.3232, -2.1177, -2.6810], [-4.9495, -3.2116, -1.3369], [-2.6901, 3.1431, 3.2688], [-1.6889, 2.4251, 2.4961], [-1.2062, 1.1412, 2.7324], [-0.2779, 0.8791, 1.7659], [-0.1663, 2.0072, 0.9575], [-1.0395, 2.9159, 1.4258], [-3.1792, 2.4555, 3.9688], [-2.2275, 3.9608, 3.8405], [-3.4493, 3.5821, 2.6061], [-1.5691, 0.5345, 3.5484], [0.3037, -0.0087, 1.5748], [-1.2112, 3.9262, 1.0344]], "forces_ev_per_angstrom": [[-0.50, 0.01, 0.28], [0.13, -0.10, -0.19], [0.12, -0.48, -0.14], [-0.58, 0.35, 0.25], [-0.18, 0.30, 0.25], [1.03, 0.29, -0.05], [0.55, -0.33, -1.53], [-0.29, 0.27, 2.22], [2.49, -1.62, -0.08], [-1.77, -0.48, -2.04], [1.03, 1.41, 0.20], [0.37, -0.90, 0.03], [-0.07, 0.27, -0.23], [-1.34, 0.71, -1.00], [-0.17, 0.76, 0.05], [-0.65, -0.44, 0.34], [0.88, -0.61, 0.93], [-0.37, -0.37, -0.26], [-0.19, 0.14, 0.30], [-0.27, -0.45, -0.09], [0.05, 0.19, 0.37], [0.05, -0.21, -0.33], [0.15, 0.37, 0.19], [-0.16, -0.29, 0.28], [0.30, -0.65, -0.14], [-0.09, 0.28, 0.10], [0.16, 0.01, -0.33], [1.35, 0.91, 0.13], [-1.29, 0.44, 0.23], [0.03, -0.03, -0.05], [0.09, 0.15, -0.77], [0.37, 0.16, 0.77], [0.20, 0.10, -0.05], [-0.06, -0.06, -0.30], [-0.08, 0.04, 0.28], [-0.25, 0.45, 0.03], [0.04, -0.17, -0.28], [0.04, -0.25, 0.13], [0.23, 0.11, -0.31], [0.08, 0.07, 0.22], [-0.30, -0.16, 0.00], [-0.03, 0.18, -0.34], [-0.28, 0.29, -0.04], [0.14, -0.13, 0.42], [0.26, 0.28, 0.16], [0.02, -0.22, -0.05], [0.14, 0.06, -0.12], [-0.16, 0.31, 0.27], [-0.19, -0.14, -0.13], [-0.45, 0.12, 0.38], [-0.03, -0.12, 0.13], [0.35, -0.04, 0.04], [-0.25, -0.18, -0.22], [0.16, 0.18, 0.15], [-0.33, 0.02, 0.01], [0.11, -0.01, -0.26], [-0.04, -0.51, -0.03], [-0.03, -0.20, -0.34], [0.05, 0.19, -0.30], [-0.31, -0.05, 0.10], [0.34, 0.03, -0.09], [-0.16, -0.27, 0.13], [-0.27, 0.22, 0.10], [-0.19, -0.13, -0.38], [-0.23, 0.07, 0.25], [0.03, 0.25, 0.10], [0.14, -0.26, 0.06], [-0.02, -0.27, -0.14], [0.30, -0.17, 0.21], [0.17, 0.27, -0.19], [-0.42, 0.45, 0.45], [0.27, -0.38, -0.06], [-0.17, 0.46, -0.29], [-0.29, 1.21, -0.22], [-0.48, 0.15, 0.46], [0.51, -1.24, 0.37], [0.17, 0.19, -0.27], [-0.08, -0.35, -0.14], [0.24, -0.28, 0.16], [-0.02, 0.15, -0.06], [-0.04, 0.11, 0.08], [-0.05, -0.43, 0.26]]}